[1]
Here is 3 unconnected molecules or ions with the total composition C14H22BrO9PS from the Open Molecules 2025 dataset. Energies are from ωB97M-V with the def2-TZVPD basis set.

Each line ends with the Löwdin charge.
Atoms and positions in Å:
C1 4.083 -2.658 0.594  -0.0536
C2 4.483 -1.501 -0.303  -0.3865
O1 5.101 -1.958 -1.503  -0.0434
C3 3.320 -0.553 -0.675  -0.0779
O2 2.083 -0.846 0.002  -0.0767
C4 1.047 -1.237 -0.758  -0.3944
O3 0.055 -0.171 -0.825  0.1208
C5 -1.132 -0.764 -1.024  -0.5712
O4 -2.033 -0.360 -1.671  0.1963
O5 -1.151 -1.942 -0.319  -0.0567
C6 0.188 -2.413 -0.196  -0.8945
Br1 0.501 -2.802 1.657  0.8809
P1 0.334 -3.967 -1.230  0.4029
S1 1.936 -4.136 -2.308  0.2142
H1 3.205 -3.177 0.213  0.0213
H2 4.907 -3.371 0.629  0.0930
H3 3.876 -2.326 1.612  0.0842
H4 5.246 -0.913 0.211  0.1408
H5 4.752 -2.830 -1.711  0.0655
H6 3.569 0.476 -0.421  0.1345
H7 3.175 -0.599 -1.756  0.1332
H8 1.339 -1.474 -1.787  0.1259
H9 -0.856 -3.869 -1.964  0.0059
H10 0.124 -4.979 -0.286  -0.0169
O6 1.081 5.247 -1.586  0.1220
C7 0.144 4.510 -1.664  -0.4880
O7 0.152 3.406 -2.450  0.0261
C8 -1.132 2.756 -2.423  -0.1476
C9 -1.782 3.215 -1.123  -0.1484
C10 -1.198 4.615 -0.960  -0.0722
H11 -1.696 3.074 -3.302  0.1304
H12 -0.972 1.685 -2.470  0.0953
H13 -2.869 3.179 -1.161  0.1189
H14 -1.448 2.576 -0.303  0.0983
H15 -1.789 5.374 -1.477  0.1310
H16 -1.054 4.927 0.071  0.1239
O8 -4.413 0.566 4.895  0.1279
C11 -3.741 0.359 3.930  -0.4836
O9 -3.490 -0.895 3.475  0.0290
C12 -2.583 -0.855 2.364  -0.1724
C13 -2.712 0.554 1.789  -0.1517
C14 -3.035 1.367 3.039  -0.0683
H17 -1.573 -1.052 2.729  0.0829
H18 -2.863 -1.638 1.665  0.1179
H19 -1.813 0.878 1.265  0.0972
H20 -3.550 0.594 1.092  0.1256
H21 -2.136 1.702 3.560  0.1329
H22 -3.678 2.225 2.864  0.1251

Structure (SMILES): C[C@@H](O)CO[C@@H]1OC(=O)O[C@@]1(Br)[PH2]=S.O=C1CCCO1.O=C1CCCO1
Kohn-Sham gap (eV): 9.89
Total charge: 0
LUMO (Eh): -0.0069

[2]
Here is a molecular structure, C25H28CeCl5O2 from the Open Molecules 2025 dataset. Energies are from ωB97M-V with the def2-TZVPD basis set.

Each line ends with the Löwdin charge.
Atoms and positions in Å:
O1 1.351 -6.815 -3.254  -0.1238
C1 2.680 -7.408 -3.099  -0.1503
C2 2.454 -8.469 -4.181  -0.0748
H1 2.803 -7.819 -2.088  0.1187
H2 3.480 -6.693 -3.333  0.1163
C3 1.034 -7.840 -4.248  -0.5741
H3 2.466 -9.500 -3.825  0.1107
H4 3.036 -8.334 -5.094  0.1118
C4 -0.018 -8.820 -3.767  -0.0254
H5 0.288 -9.278 -2.822  0.0895
H6 -0.144 -9.609 -4.519  0.0939
H7 -0.981 -8.323 -3.631  0.0877
C5 0.692 -7.266 -5.607  -0.0226
H8 1.477 -6.587 -5.954  0.0892
H9 -0.263 -6.734 -5.569  0.0879
H10 0.594 -8.088 -6.326  0.0931
Ce1 0.192 -0.077 0.359  0.9532
C6 0.162 2.124 -1.056  -0.2085
C7 1.409 2.154 -0.364  -0.2094
C8 2.246 1.127 -0.903  -0.1736
H11 1.676 2.847 0.433  0.0910
C9 1.488 0.422 -1.893  -0.1979
C10 0.203 1.041 -1.993  -0.2025
H12 -0.589 0.754 -2.691  0.1204
H13 -0.647 2.845 -0.933  0.1071
H14 3.296 0.955 -0.654  0.1134
H15 1.849 -0.406 -2.511  0.1123
C11 -2.249 0.792 1.034  -0.1646
C12 -2.285 0.510 -0.364  -0.1854
C13 -2.077 -0.895 -0.545  -0.2048
H16 -2.478 1.235 -1.154  0.1168
C14 -1.921 -1.487 0.756  -0.2112
C15 -2.039 -0.440 1.730  -0.1894
H17 -2.007 -0.564 2.810  0.1175
H18 -2.395 1.769 1.491  0.0948
H19 -2.076 -1.430 -1.496  0.1100
H20 -1.757 -2.547 0.964  0.1181
O2 0.888 -2.367 -0.633  -0.2962
C16 0.349 -3.020 -1.826  -0.1512
C17 1.410 -4.003 -2.277  -0.1484
H21 0.121 -2.256 -2.583  0.1232
H22 -0.583 -3.518 -1.534  0.1284
C18 2.269 -4.270 -1.028  -0.1417
H23 2.026 -3.538 -3.061  0.1245
H24 0.987 -4.925 -2.677  0.0886
C19 2.153 -2.987 -0.217  -0.1517
H25 3.304 -4.523 -1.278  0.1173
H26 1.837 -5.104 -0.455  0.1226
H27 2.963 -2.278 -0.447  0.1303
H28 2.115 -3.143 0.870  0.1045
Cl1 -0.452 3.753 1.891  0.7261
C20 0.260 2.609 2.973  -0.6818
C21 0.478 1.307 2.568  -0.2553
C22 0.985 0.379 3.448  -0.6404
Cl2 1.140 -1.304 2.908  0.7314
C23 1.370 0.729 4.757  -0.7100
Cl3 2.055 -0.430 5.803  0.6884
C24 1.167 2.069 5.174  -0.7075
Cl4 1.606 2.537 6.756  0.6825
C25 0.598 3.014 4.288  -0.7035
Cl5 0.323 4.618 4.804  0.6850

2S+1: 2
⟨S²⟩: 0.751
Kohn-Sham gap (alpha / beta) (eV): 7.93 / 8.29
Total charge: 0
LUMO (alpha / beta) (Eh): 0.0073 / 0.0073

[3]
Here is a single C13H18ClNO molecule from the Open Molecules 2025 dataset. Energies are from ωB97M-V with the def2-TZVPD basis set.

Each line ends with the Löwdin charge.
Atoms and positions in Å:
C1 -0.048 0.408 2.245  -0.0194
H1 0.220 1.443 2.451  0.0893
H2 0.502 -0.231 2.928  0.0810
H3 -1.115 0.280 2.407  0.0773
C2 0.335 0.047 0.798  -0.3305
N1 1.770 0.127 0.662  0.0171
H4 2.029 1.102 0.540  0.1211
C3 2.437 -0.676 -0.362  -0.6235
C4 2.026 -0.301 -1.794  -0.0388
H5 2.194 0.759 -1.971  0.0817
H6 2.607 -0.872 -2.514  0.0828
H7 0.970 -0.508 -1.963  0.0771
C5 3.936 -0.415 -0.176  -0.0487
H8 4.164 0.634 -0.348  0.0808
H9 4.518 -1.014 -0.871  0.0803
H10 4.227 -0.669 0.839  0.0823
C6 2.161 -2.163 -0.114  -0.0447
H11 2.878 -2.767 -0.663  0.0818
H12 1.166 -2.449 -0.446  0.0702
H13 2.257 -2.385 0.947  0.0880
H14 0.013 -0.975 0.602  0.1220
C7 -0.422 1.028 -0.097  -0.3275
O1 0.134 1.966 -0.622  0.1061
C8 -1.899 0.851 -0.178  -0.1469
C9 -2.521 -0.393 -0.128  -0.0506
C10 -3.903 -0.465 -0.166  -0.6592
C11 -4.682 0.678 -0.246  -0.0987
C12 -4.059 1.913 -0.309  -0.0611
C13 -2.680 2.001 -0.284  -0.0105
H15 -2.184 2.958 -0.336  0.1195
H16 -4.657 2.809 -0.378  0.1087
H17 -5.757 0.599 -0.264  0.1059
Cl1 -4.669 -2.016 -0.108  0.6783
H18 -1.948 -1.306 -0.080  0.1090

Structure (SMILES): C[C@H](NC(C)(C)C)C(=O)c1cccc(Cl)c1
Kohn-Sham gap (eV): 8.93
Total charge: 0
LUMO (Eh): 0.0066

[4]
Here is a single C4H5NO molecule from the Open Molecules 2025 dataset. Energies are from ωB97M-V with the def2-TZVPD basis set.

Each line ends with the Löwdin charge.
Atoms and positions in Å:
C1 0.897 -1.165 0.660  -0.2485
C2 0.004 -1.173 -0.523  -0.1616
C3 -1.010 -0.048 -0.303  -0.1878
C4 -0.430 1.326 -0.613  -0.2122
H1 1.860 -1.791 0.635  0.1409
H2 -0.597 -2.092 -0.677  0.1328
H3 0.490 -0.853 -1.509  0.1468
H4 -1.412 -0.115 0.691  0.1023
H5 -1.830 0.062 -1.005  0.1123
N1 0.035 2.303 -1.008  0.1318
O1 0.559 -0.622 1.700  0.0433

Structure (SMILES): N#CCCC=O
Kohn-Sham gap (eV): 11.19
Total charge: 0
LUMO (Eh): 0.0190

[5]
Here is 5 unconnected molecules or ions with the total composition CH11NO5 from the Open Molecules 2025 dataset. Energies are from ωB97M-V with the def2-TZVPD basis set.

Each line ends with the Löwdin charge.
Atoms and positions in Å:
C1 -1.157 0.861 1.622  -0.1203
N1 -0.316 1.287 0.621  0.2686
O1 -1.756 -0.218 1.788  0.3095
H1 -1.590 1.754 2.254  0.2434
H2 -0.261 2.274 0.456  0.1349
H3 0.382 0.744 0.197  0.0765
H4 1.533 2.746 -2.324  0.0639
H5 1.833 1.401 -1.849  0.0226
O2 1.959 2.318 -1.547  -0.0729
H6 1.842 -1.411 0.198  0.0009
H7 2.868 -0.928 -0.896  0.0681
O3 2.039 -0.721 -0.438  -0.0556
H8 -2.478 0.072 -1.615  -0.0345
H9 -2.659 -1.241 -0.881  0.0846
O4 -2.570 -0.815 -1.817  -0.0435
H10 -0.314 -2.025 1.595  -0.0100
H11 0.217 -3.552 1.346  0.1307
O5 0.427 -2.544 1.288  -0.0670

2S+1: 2
⟨S²⟩: 0.756
Kohn-Sham gap (alpha / beta) (eV): 9.17 / 4.60
Total charge: +1
LUMO (alpha / beta) (Eh): -0.2105 / -0.3772

[6]
Here is a molecular structure, CuH16O8 from the Open Molecules 2025 dataset. Energies are from ωB97M-V with the def2-TZVPD basis set.

Each line ends with the Löwdin charge.
Atoms and positions in Å:
Cu1 0.263 -0.677 -0.009  0.8422
O1 3.196 -2.250 -1.608  -0.0522
H1 3.151 -2.808 -2.384  0.0393
H2 3.974 -1.709 -1.746  0.0355
O2 3.011 1.330 1.170  -0.0527
H3 3.694 1.238 0.505  0.0361
H4 3.477 1.621 1.954  0.0407
O3 -2.299 -3.029 0.283  -0.0468
H5 -2.836 -3.585 -0.281  0.0454
H6 -2.921 -2.423 0.686  0.0161
O4 -1.721 2.223 0.542  -0.0370
H7 -2.025 2.456 -0.335  0.0366
H8 -1.155 2.950 0.802  0.0438
O5 -4.204 -0.206 2.096  -0.0387
H9 -3.686 -0.632 2.779  0.0340
H10 -3.583 0.365 1.644  0.0075
O6 0.658 -1.560 3.429  -0.0503
H11 1.447 -1.087 3.691  0.0329
H12 0.691 -2.376 3.928  0.0427
O7 1.790 2.951 -2.364  -0.0394
H13 1.104 2.308 -2.543  0.0024
H14 1.490 3.411 -1.580  0.0274
O8 -0.960 0.373 -3.248  -0.0481
H15 -1.489 1.168 -3.310  0.0362
H16 -1.068 -0.053 -4.099  0.0464

Kohn-Sham gap (eV): 8.53
Total charge: +1
LUMO (Eh): -0.2071